No. 1
C12H15F9IO6 | wB97M-V/def2-TZVPD

Element x y z (Å)
I  -0.72050  2.52881  -2.39103
C  0.24243  2.35426  0.18230
C  0.19304  2.90318  1.68619
O  -0.76704  1.94784  2.22698
C  -1.24815  2.13476  3.53233
O  -1.20867  3.25493  4.09286
C  -1.91618  0.98210  4.20275
F  -3.10967  0.74596  3.67071
F  -1.06014  -0.18195  4.25836
F  -1.99648  1.40009  5.51195
H  0.84640  3.03755  -0.37262
H  -0.82341  2.42763  -0.34322
H  0.36566  1.26234  0.12188
H  0.02526  4.03571  1.83784
H  1.07790  2.77338  2.26017
C  -3.76510  -2.68452  1.62130
C  -2.78131  -2.44590  0.46440
O  -2.86661  -1.22786  -0.02597
C  -2.10383  -0.82490  -0.96618
O  -0.98669  -1.20055  -1.12555
C  -2.73561  0.38274  -1.72800
F  -2.99574  1.37510  -0.90453
F  -1.93792  0.94759  -2.62561
F  -3.88821  0.10462  -2.39495
H  -3.53263  -2.27655  2.50040
H  -3.71050  -3.85847  1.83259
H  -4.69692  -2.31781  1.36981
H  -2.62256  -3.11458  -0.27656
H  -1.68300  -2.55559  0.87386
C  2.05614  0.90291  -2.46201
C  3.46895  0.38789  -2.12446
O  3.53933  -0.94992  -2.17351
C  4.63523  -1.68360  -1.89708
O  5.73675  -1.09233  -1.58936
C  4.41584  -3.16706  -1.80581
F  4.49376  -3.79560  -3.04394
F  5.39956  -3.66965  -1.05781
F  3.23924  -3.51556  -1.20933
H  2.02965  1.92491  -2.50170
H  1.21095  0.50261  -1.79404
H  1.96674  0.70327  -3.55672
H  3.82190  0.73614  -1.02796
H  4.39212  0.80609  -2.84871

Values from the calculation:
Charge = -1
Relative energy (zero: lowest compared OMol25 entry of this formula, charge and spin) = 0.000 eV
Gap between HOMO and LUMO = 4.67 eV
HOMO energy = -2.19 eV
M = 553.1 g mol⁻¹

natural (NBO) population analysis, charges in e, atoms 1 to 6: I -0.781; C -0.706; C -0.087; O -0.498; C 0.669; O -0.539



No. 2
C35H58Cl2F2I2N3O8P2 | wB97M-V/def2-TZVPD

Element x y z (Å)
C  3.10288  -2.77760  -0.16492
C  2.39951  -1.74293  0.67236
I  3.72172  -0.77166  1.98185
C  1.09191  -1.49387  0.62291
I  0.02556  -2.67823  -0.79051
C  0.23333  -0.50340  1.46481
C  0.80274  0.92223  1.32558
C  1.13846  1.73321  2.57088
C  1.62212  3.13175  2.14990
C  0.49455  4.08191  1.76865
O  0.27603  5.00319  2.85537
C  -0.50919  6.04057  2.52141
O  -1.17894  6.61858  3.31353
O  -1.05446  -0.62924  0.87942
C  -2.14724  0.25649  1.09002
C  -2.24752  1.24866  -0.11089
C  -1.58175  0.76216  -1.39269
C  -2.01605  1.66198  -2.55073
Cl  -0.62577  2.13775  -3.58864
C  -3.35585  -0.68015  0.92482
O  -4.54042  0.00854  1.25449
C  -5.73352  -0.51792  0.77719
N  -5.74036  -1.94968  0.67508
N  -6.77700  -0.12292  1.79000
C  -6.45520  1.08404  2.43089
O  -6.26772  1.24441  3.57234
F  -6.43503  2.09049  1.58788
C  -6.99089  -1.12355  2.79203
O  -6.21318  -1.66100  3.47487
F  -8.27284  -1.43813  2.82815
P  -6.16296  0.34326  -0.91323
C  -6.52847  -1.02448  -2.08103
C  -7.82487  1.09359  -0.74061
C  -2.30622  1.14937  2.32759
C  -2.50269  0.59868  3.72313
C  -1.86775  1.27820  4.77026
C  -1.95574  0.83666  6.08994
C  -2.69254  -0.30021  6.42914
C  -2.75734  -0.78183  7.85206
C  -3.35946  -0.95722  5.39370
C  -3.26442  -0.51050  4.07655
P  -0.06396  -1.22567  3.23494
O  1.17717  -0.79447  4.19449
Cl  0.39928  -3.21604  2.91275
H  2.72143  -3.74760  0.14443
H  4.15767  -2.78762  0.08180
H  2.94082  -2.62008  -1.22394
H  0.14067  1.54408  0.72933
H  1.70462  0.86283  0.72464
H  1.93482  1.30455  3.16335
H  0.28596  1.89025  3.22789
H  2.13731  3.57218  2.99966
H  2.32822  3.05517  1.32817
H  -0.42276  3.53750  1.55376
H  0.78880  4.66537  0.89903
H  -0.44627  6.39587  1.48493
H  -3.28972  1.47871  -0.31780
H  -1.77655  2.19722  0.15698
H  -0.50264  0.79460  -1.31449
H  -1.90330  -0.24576  -1.62973
H  -2.47433  2.58097  -2.20859
H  -2.72622  1.16957  -3.20223
H  -3.21976  -1.60822  1.47220
H  -3.37733  -0.95165  -0.13574
H  -6.68220  -2.28703  0.50753
H  -5.20852  -2.26201  -0.12599
H  -5.69743  -1.72563  -2.12256
H  -7.41593  -1.59969  -1.81995
H  -6.64784  -0.62126  -3.07839
H  -8.22624  1.10870  -1.75260
H  -8.50683  0.49384  -0.14630
H  -7.76515  2.11803  -0.40681
H  -3.15702  1.79212  2.11239
H  -1.47636  1.84574  2.37567
H  -1.26746  2.15986  4.58374
H  -1.44551  1.37217  6.87954
H  -3.36454  -0.12718  8.46668
H  -3.14002  -1.79576  7.87023
H  -1.74881  -0.82682  8.25471
H  -3.95080  -1.83580  5.60249
H  -3.81731  -1.06133  3.33433
H  0.82678  -0.19081  4.86362
C  5.27977  -3.46207  -4.21148
C  6.36223  -2.43556  -3.95045
N  6.81957  -1.64900  -5.16056
C  7.42513  -2.61568  -6.13753
C  7.95738  -0.72986  -4.76672
C  7.65489  0.39765  -3.79268
C  5.70842  -0.94690  -5.91634
C  4.79168  0.00438  -5.16937
O  4.08610  -0.67193  -4.15768
C  3.79221  0.09429  -2.99189
H  5.61031  -4.25314  -4.88406
H  5.02988  -3.93828  -3.26437
H  4.36764  -3.02352  -4.60562
H  7.25772  -2.93316  -3.57453
H  6.04417  -1.72513  -3.19646
H  8.21321  -3.16810  -5.63378
H  7.83468  -2.05126  -6.97085
H  6.65825  -3.29116  -6.49850
H  8.35391  -0.32074  -5.69458
H  8.71130  -1.38677  -4.33567
H  7.24617  1.27034  -4.29473
H  8.59663  0.72101  -3.35043
H  6.99853  0.10854  -2.97471
H  5.10722  -1.74226  -6.35196
H  6.20025  -0.40951  -6.72730
H  4.07569  0.38320  -5.90907
H  5.32308  0.86938  -4.77845
H  3.88832  1.16691  -3.16266
H  4.46746  -0.20309  -2.18158
H  2.77202  -0.12871  -2.68365

Values from the calculation:
Charge = +1
Gap between HOMO and LUMO = 7.22 eV
HOMO energy = -9.57 eV
M = 1073.5 g mol⁻¹

Mulliken population analysis, charges in e, atoms 1 to 6: C -1.837; C 0.382; I 0.075; C -1.482; I -0.083; C 2.469



No. 3
C18H24NO5 | wB97M-V/def2-TZVPD

Element x y z (Å)
C  -2.18447  4.91687  2.02393
C  -2.37477  3.65240  1.18024
C  -1.13888  2.76708  1.16594
C  -1.25959  1.46658  0.33210
C  -2.23321  0.44594  0.78872
C  -3.26577  -0.06914  -0.09490
O  -4.29991  -0.65246  0.18066
O  -2.91835  0.17206  -1.39286
C  -3.82196  -0.45496  -2.31529
C  -3.23337  -0.32878  -3.69523
C  -2.42791  0.15279  2.19576
O  -3.35525  -0.40599  2.75170
O  -1.33490  0.55559  2.90116
C  -1.30621  -0.04686  4.19905
C  0.05394  0.19272  4.79387
H  -3.08952  5.52789  1.97892
H  -1.99617  4.66280  3.07276
H  -1.34718  5.52144  1.65763
H  -3.23083  3.07577  1.55876
H  -2.61593  3.93157  0.14511
H  -0.29695  3.32913  0.73629
H  -0.86569  2.47513  2.18625
H  -1.54182  1.70067  -0.70351
H  -0.25443  1.01599  0.31262
H  -3.93904  -1.50915  -2.03300
H  -4.80592  0.03360  -2.25087
H  -3.84517  -0.89999  -4.39419
H  -3.22088  0.71523  -4.02554
H  -2.21237  -0.72184  -3.72559
H  -2.10860  0.38726  4.81167
H  -1.49343  -1.12102  4.08274
H  0.11100  -0.31979  5.75356
H  0.83582  -0.21026  4.14342
H  0.24140  1.25821  4.96048
C  1.98862  -5.34834  -2.89320
C  1.25545  -4.45432  -3.69135
C  0.51224  -3.43320  -3.09148
C  0.49633  -3.29660  -1.69220
N  -0.27126  -2.23844  -1.13588
C  -0.37327  -1.84093  0.01981
O  -0.34469  -1.61549  1.17649
C  1.22377  -4.19556  -0.89713
C  1.96888  -5.21766  -1.49685
H  2.57217  -6.14560  -3.36210
H  1.26068  -4.55094  -4.77823
H  -0.06803  -2.71948  -3.67901
H  1.19608  -4.08321  0.18995
H  2.53481  -5.91465  -0.87388

Values from the calculation:
Charge = -1
Relative energy (zero: lowest compared OMol25 entry of this formula, charge and spin) = 0.279 eV
Gap between HOMO and LUMO = 5.60 eV
HOMO energy = -2.88 eV
M = 334.4 g mol⁻¹

natural (NBO) population analysis, charges in e, atoms 1 to 6: C -0.598; C -0.400; C -0.398; C -0.396; C -0.493; C 0.741



No. 4
C7H13N | wB97M-V/def2-TZVPD

Element x y z (Å)
C  1.45281  -1.01986  -0.01388
C  1.13181  -2.29330  -0.74107
C  -1.49075  1.10826  -1.45868
C  -1.20893  1.03421  -0.10224
C  -1.54045  -0.08357  0.72549
C  -0.66387  3.19917  1.45215
C  -0.37814  2.21454  0.57517
N  1.70426  -3.50988  -0.09545
H  0.69330  -0.27337  -0.29702
H  2.47421  -0.80917  -0.20805
H  1.35025  -1.15013  1.08809
H  0.07295  -2.45083  -0.63709
H  -1.09811  1.65549  -2.32343
H  -2.37142  0.57204  -1.79584
H  -2.04629  -1.02026  0.29333
H  -1.08178  -0.32835  1.63418
H  -1.68608  3.33412  1.92257
H  0.17343  3.72233  1.95062
H  0.72825  1.97747  0.42432
H  1.30600  -2.22903  -1.78722
H  2.47857  -3.64987  -0.60596

Values from the calculation:
Charge = 0
Relative energy (zero: lowest compared OMol25 entry of this formula, charge and spin) = 9.122 eV
Gap between HOMO and LUMO = 3.02 eV
HOMO energy = -6.17 eV
M = 111.2 g mol⁻¹

natural (NBO) population analysis, charges in e, atoms 1 to 6: C -0.607; C -0.281; C -0.300; C -0.134; C -0.279; C -0.387



What is the gap between HOMO and LUMO in the fourth record?
3.02 eV



What is the M in the fourth record?
111.2 g mol⁻¹